The following is a DFT calculation (wB97M-V/def2-TZVPD) of a cluster of 6 separate species, C46H93N5O7 in total in a non-equilibrium geometry.

Structure (XYZ):
```
151
Properties=species:S:1:pos:R:3:forces:R:3:mulliken_charge:R:1
O -0.03132 -0.42011 0.35456 1.2 -1.1 -0.9 -0.39
C -0.87704 0.57582 0.74001 -0.1 -0.1 0.7 0.66
O -1.85934 0.23557 1.33557 -2.9 -1.2 1.5 -0.72
O -0.48869 1.70385 0.47483 1.2 2.9 -1.0 -0.76
H 0.57947 0.14717 -0.12159 0.7 -0.3 -0.3 0.24
C 1.29792 9.98013 -0.03985 -0.2 -0.6 -0.2 -1.31
C 2.30457 9.04310 -0.78250 -0.1 0.8 0.0 -0.46
C 1.61515 8.18930 -1.91134 1.3 -0.5 0.4 -0.40
C 2.64470 7.32395 -2.81137 -1.0 2.1 -0.2 -1.02
N 1.97659 6.44079 -3.87671 1.6 -0.2 0.6 0.25
C 1.38376 5.22013 -3.17271 -0.9 0.7 -1.3 -0.72
C 1.53618 4.07148 -4.17479 -0.9 -0.6 0.5 -0.34
C 2.29089 4.56225 -5.38778 0.8 0.4 -0.2 -0.67
C 3.01741 5.78642 -4.87820 0.2 0.9 0.9 -0.59
C 1.02229 7.27447 -4.72202 0.4 -1.2 0.2 -0.86
H 1.70294 10.51227 0.82091 0.5 -0.3 -0.1 0.39
H 0.47449 9.38434 0.35396 -0.2 0.0 0.0 0.32
H 0.86679 10.76791 -0.65760 0.1 -0.2 -0.3 0.34
H 2.79341 8.42216 -0.03178 -0.2 -0.4 -0.1 0.30
H 3.11577 9.68035 -1.13459 0.0 -0.1 -0.5 0.37
H 1.03770 8.85986 -2.54775 0.1 -0.1 -0.1 0.38
H 0.91351 7.57031 -1.35219 -0.1 -0.4 -0.3 0.30
H 3.40253 6.79247 -2.23576 -0.4 -0.4 -0.1 0.43
H 3.17482 8.06259 -3.41260 0.2 0.1 0.1 0.47
H 0.35788 5.55273 -3.01440 -0.1 -0.6 0.3 0.38
H 1.83809 4.95645 -2.21765 0.3 0.7 -0.2 0.30
H 0.53510 3.70520 -4.40238 0.2 -0.3 -0.2 0.22
H 2.10226 3.28199 -3.68048 -0.2 -0.1 -0.1 0.34
H 1.71492 4.85235 -6.26653 -0.4 -0.2 0.2 0.32
H 3.01104 3.82851 -5.74987 0.0 0.0 0.1 0.38
H 3.38589 6.44908 -5.66126 -0.7 0.5 0.1 0.41
H 3.91864 5.62752 -4.28607 -0.2 -0.6 0.3 0.41
H 0.80135 6.66713 -5.59976 0.1 0.3 -0.1 0.40
H 1.60869 8.15707 -4.97746 -0.5 0.1 -0.1 0.34
H 0.06461 7.45215 -4.23275 0.4 0.3 0.3 0.33
C -6.91930 -0.77282 -3.77105 -1.4 0.8 -0.1 -1.44
C -5.77677 -0.38354 -2.79692 1.0 -1.7 0.1 1.26
C -4.53405 -0.32585 -3.70964 2.9 1.2 0.1 -1.39
C -4.27300 0.99573 -4.54318 -1.7 -1.6 0.3 -0.82
C -4.27582 2.16496 -3.60867 0.0 -0.8 -0.5 -1.12
C -5.52130 2.26277 -2.75645 -0.4 2.3 1.3 1.07
N -5.95226 0.97438 -2.10427 -4.3 0.7 6.0 0.80
O -6.63603 1.07336 -0.88911 4.7 -0.9 -8.2 -0.23
C -6.75237 2.87161 -3.55828 -0.4 -1.6 -0.7 -1.52
C -5.14178 3.34194 -1.67798 -0.5 -0.6 0.7 -1.65
C -5.51593 -1.49663 -1.70520 0.3 0.8 0.4 -1.63
H -7.90852 -0.96233 -3.35437 0.2 0.0 0.6 0.40
H -6.67723 -1.64801 -4.37400 0.5 -0.1 0.5 0.39
H -7.10960 -0.00583 -4.52180 0.3 0.3 0.1 0.34
H -4.40086 -1.22292 -4.31431 -1.0 0.1 -0.3 0.59
H -3.62708 -0.44459 -3.11686 0.0 0.2 0.7 0.43
H -5.14221 0.97483 -5.20056 0.3 0.7 -0.6 0.33
H -3.33553 1.02256 -5.09863 -0.2 -0.6 -0.1 0.44
H -4.22730 3.11057 -4.14865 0.1 0.0 0.0 0.49
H -3.37163 2.04584 -3.01171 -0.1 0.4 0.4 0.45
H -6.53542 3.85676 -3.97121 0.1 0.2 0.9 0.44
H -7.69256 2.76285 -3.01762 0.3 0.7 0.5 0.43
H -7.01035 2.34008 -4.47426 0.5 -0.6 -0.1 0.35
H -4.83581 4.26375 -2.17269 0.0 -0.2 -0.2 0.38
H -4.31725 2.98969 -1.05817 0.2 -0.1 -0.2 0.52
H -5.92624 3.60250 -0.96747 -0.3 -0.1 -0.3 0.42
H -6.23231 -1.44338 -0.88541 -0.3 -0.4 -0.4 0.41
H -4.55288 -1.41093 -1.20191 0.2 1.0 -0.1 0.44
H -5.35410 -2.49005 -2.12356 -1.0 0.1 -0.5 0.39
C 4.66518 -7.66435 -4.05064 1.0 -2.2 -0.3 -1.84
C 4.28846 -6.24261 -4.30192 -0.6 -1.3 1.1 1.18
C 2.75134 -6.22504 -4.27995 -0.7 0.1 1.5 -1.13
C 2.19843 -4.85184 -3.96872 0.7 0.3 -0.1 -0.69
C 2.67540 -4.29582 -2.60004 0.5 0.2 -0.5 -1.08
C 4.25149 -4.16719 -2.46112 -2.1 -0.2 -0.5 1.05
N 4.86350 -5.46667 -3.07948 8.0 2.1 0.1 0.77
O 6.18641 -5.58857 -2.85151 -8.4 0.2 -1.2 -0.24
C 4.63863 -4.03040 -1.01516 1.3 -0.4 0.6 -1.72
C 4.68897 -2.87294 -3.29339 0.3 -1.5 0.5 -1.41
C 4.87667 -5.64215 -5.56547 0.2 1.5 0.2 -1.37
H 5.72224 -7.93025 -4.05368 0.2 0.6 0.0 0.43
H 4.25995 -8.29180 -4.84449 -0.2 0.2 -0.3 0.43
H 4.25869 -8.13305 -3.15444 -0.2 0.6 0.2 0.45
H 2.35212 -6.88318 -3.50821 0.5 -0.3 0.3 0.41
H 2.31234 -6.68232 -5.16667 0.5 0.4 -0.4 0.56
H 1.10964 -4.85196 -4.02011 0.1 0.2 -0.1 0.43
H 2.63059 -4.27921 -4.78935 -0.6 0.9 0.1 0.30
H 2.21167 -4.78448 -1.74315 0.3 -0.7 -0.1 0.41
H 2.29817 -3.28317 -2.45741 0.1 0.2 -0.3 0.51
H 5.71776 -3.99563 -0.86555 0.2 0.3 -0.4 0.46
H 4.38283 -4.88691 -0.39142 -0.7 0.0 -0.2 0.43
H 4.24118 -3.10465 -0.59908 -0.2 -0.2 -0.1 0.39
H 4.24569 -2.01333 -2.79071 -0.2 -0.2 0.0 0.44
H 4.32982 -2.95327 -4.31938 0.2 0.2 0.1 0.36
H 5.76997 -2.75407 -3.21973 0.0 -0.1 -0.3 0.39
H 5.96229 -5.54452 -5.56497 0.0 -0.8 0.0 0.40
H 4.56991 -4.59744 -5.61638 -0.3 0.0 -0.2 0.29
H 4.46328 -6.12741 -6.44962 0.2 -0.3 0.2 0.40
C 0.02155 -4.80194 4.46108 -0.4 0.4 0.1 -1.68
C -1.37467 -5.45035 4.52964 -0.7 -0.2 -0.3 1.35
C -1.75529 -6.02722 3.16860 -0.7 -1.2 -0.2 -1.30
C -0.99943 -7.31674 2.78646 1.1 0.7 0.1 -0.73
C -1.19495 -8.43990 3.80319 -1.1 0.8 -0.2 -1.05
C -0.89535 -8.05926 5.26973 0.9 -1.1 -0.4 1.14
N -1.35730 -6.60230 5.57086 4.0 3.3 7.2 0.67
O -1.16143 -6.12126 6.86659 -1.8 -3.7 -8.3 -0.23
C 0.69907 -8.19504 5.49733 -0.5 1.7 0.8 -1.37
C -1.62167 -9.00333 6.20706 -0.2 -0.3 0.9 -1.65
C -2.43545 -4.42704 4.91559 -0.5 0.9 0.8 -1.68
H 0.32922 -4.44260 5.44307 0.3 -0.3 -0.1 0.41
H -0.18738 -3.91479 3.86323 0.1 0.1 -0.1 0.54
H 0.76258 -5.36549 3.89417 0.0 -0.2 0.5 0.35
H -1.67447 -5.26221 2.39638 0.4 0.1 0.2 0.52
H -2.83079 -6.20257 3.19382 -0.1 -0.3 0.0 0.44
H 0.05243 -7.03919 2.71812 0.3 -0.1 0.2 0.31
H -1.19207 -7.63554 1.76208 -0.6 -0.1 0.2 0.42
H -0.63599 -9.35152 3.59199 0.1 0.2 -0.1 0.55
H -2.24609 -8.71287 3.71001 -0.2 -0.2 0.3 0.36
H 1.23456 -7.33864 5.08754 -0.2 0.1 -0.2 0.32
H 1.20353 -9.07129 5.09012 -0.9 -0.3 -0.2 0.39
H 0.91247 -8.16249 6.56573 -0.2 -0.1 0.1 0.41
H -1.27084 -8.93666 7.23690 -0.2 0.6 0.1 0.40
H -1.43979 -10.05986 6.01017 0.3 0.1 -0.7 0.41
H -2.70310 -8.88353 6.14180 0.0 0.2 0.2 0.44
H -2.41393 -4.00053 5.91845 0.4 -0.7 0.4 0.44
H -3.45628 -4.78139 4.77258 0.1 -0.2 -0.2 0.40
H -2.31282 -3.49423 4.36518 0.1 -0.4 -0.7 0.42
C -0.70835 4.70019 6.40307 -0.1 0.0 1.2 -1.65
C -0.59092 4.15595 4.95992 -0.7 0.7 -0.9 1.27
C 0.13395 5.22119 4.04170 1.1 -0.2 0.3 -1.10
C 1.68766 5.18068 4.12018 0.3 -0.6 0.0 -0.65
C 2.22365 3.76523 4.02895 -0.1 -1.2 -1.8 -1.31
C 1.65647 2.68513 4.97771 0.7 -0.4 -1.1 1.37
N 0.16558 2.81800 4.98400 -4.9 -5.8 3.9 0.81
O -0.64127 1.66912 5.41514 5.6 7.5 -3.2 -0.23
C 2.18663 3.02514 6.36131 -1.2 -0.3 2.0 -1.65
C 2.08295 1.22070 4.53723 -0.7 1.5 0.1 -1.63
C -2.03550 3.94806 4.40705 0.5 -0.9 -0.2 -1.73
H -1.05478 4.00212 7.16517 0.1 -0.6 -0.4 0.41
H -1.50061 5.44796 6.43868 0.1 0.2 -0.6 0.46
H 0.16942 5.17106 6.84568 0.2 0.0 -0.5 0.34
H -0.16421 6.24941 4.24656 -0.4 -0.2 0.9 0.40
H -0.24084 5.13943 3.02143 0.4 -0.7 -0.2 0.47
H 2.19304 5.62227 4.97906 -0.9 0.3 0.5 0.36
H 2.16272 5.72567 3.30446 -0.4 0.1 -0.3 0.43
H 3.31149 3.69677 4.03331 0.1 0.3 0.9 0.49
H 2.09144 3.38067 3.01764 -0.7 0.0 -0.3 0.46
H 2.01599 4.04964 6.69203 0.4 0.2 -0.6 0.32
H 3.22206 2.72179 6.51616 0.0 0.1 -0.5 0.41
H 1.59216 2.49489 7.10531 0.1 -0.5 0.1 0.40
H 3.16650 1.20363 4.42006 0.0 0.1 0.3 0.42
H 1.66290 1.04215 3.54739 -0.2 -0.2 0.1 0.38
H 1.72974 0.50192 5.27662 0.2 0.0 -0.2 0.43
H -2.01719 3.63569 3.36293 0.3 0.3 -0.2 0.45
H -2.58440 4.88523 4.49936 0.1 -0.1 0.1 0.43
H -2.57253 3.12041 4.87040 0.1 0.4 0.5 0.43
```
Positions in Å, forces in eV/Å.

Computed properties:
Frontier orbital gap = 0.113 Eh
E = -2607.123254 Ha
Maximum force = 9.918 eV Å⁻¹
Spin multiplicity = 1
Net charge = +4